{
  "formula": "C21H26F3Si",
  "method": "ωB97M-V/def2-TZVPD",
  "symbols": ["C", "C", "C", "C", "Si", "C", "C", "C", "H", "H", "H", "H", "H", "H", "H", "H", "H", "H", "H", "H", "H", "H", "H", "H", "F", "C", "F", "F", "C", "C", "C", "C", "C", "C", "C", "C", "C", "C", "C", "C", "C", "H", "H", "H", "H", "H", "H", "H", "H", "H", "H"],
  "xyz": [[3.98242, -2.19066, -1.77643], [2.54076, -1.83828, -1.51064], [2.28127, -1.32324, -0.25801], [1.01209, -0.63011, 0.02870], [0.51501, -1.01147, 1.80966], [-0.51301, 0.35188, 2.57468], [-0.45318, -2.62858, 1.80672], [2.06184, -1.24723, 2.83886], [4.10153, -2.57240, -2.80662], [4.62718, -1.28822, -1.65580], [4.33483, -2.96774, -1.07614], [1.94733, -1.39994, -2.33776], [3.05096, -1.37528, 0.50973], [1.08258, 0.47449, -0.06721], [0.27354, -1.00792, -0.70141], [-1.00842, -0.03091, 3.48159], [0.11208, 1.21120, 2.85898], [-1.29163, 0.70983, 1.88588], [-0.55880, -3.04124, 2.82663], [-1.46917, -2.51172, 1.39208], [0.03435, -3.39689, 1.18452], [1.84365, -1.89997, 3.70193], [2.87907, -1.71964, 2.27842], [2.43571, -0.28185, 3.21657], [-4.59158, -2.02445, -1.06426], [-4.10005, -3.27733, -0.85372], [-4.05958, -3.51083, 0.49918], [-5.00657, -4.16965, -1.39938], [-2.73481, -3.42796, -1.47889], [-1.75695, -4.17286, -0.81643], [-0.43317, -4.02372, -1.23402], [-0.08181, -3.13149, -2.26328], [1.40638, -2.96359, -2.56425], [1.76469, -2.86207, -4.05913], [2.50856, -3.87361, -4.68205], [2.89553, -3.73787, -6.00598], [2.54302, -2.57327, -6.71191], [1.73090, -1.58603, -6.12851], [1.34307, -1.74069, -4.78905], [-1.12773, -2.70217, -3.09592], [-2.45554, -2.84195, -2.71033], [-2.00723, -4.81729, 0.03188], [0.35731, -4.56973, -0.71629], [1.93688, -3.76165, -2.05342], [2.76407, -4.76238, -4.11405], [3.49790, -4.51292, -6.48647], [2.76034, -2.51437, -7.78535], [1.41807, -0.68656, -6.67360], [0.69274, -0.97864, -4.33572], [-0.89403, -2.23842, -4.04009], [-3.26961, -2.45909, -3.34737]],
  "forces_ev_per_a": [[0.407, -0.335, -0.615], [0.783, 0.374, 0.559], [-1.362, 0.569, -1.642], [-0.043, -0.379, -0.126], [-0.845, -0.420, 1.186], [-0.043, 0.097, -0.146], [-0.134, -0.227, -0.073], [0.287, 0.023, 0.140], [0.142, 0.195, 0.469], [-0.488, -0.712, -0.164], [-0.113, 0.282, -0.303], [0.222, 0.972, 0.295], [0.065, 0.129, -0.433], [0.246, -0.513, 0.018], [0.023, 0.491, 0.276], [0.161, 0.156, -0.277], [-0.193, -0.208, -0.062], [0.122, -0.081, 0.217], [0.077, 0.249, -0.374], [0.332, 0.073, 0.180], [-0.038, 0.271, 0.372], [0.071, 0.330, -0.289], [-0.139, -0.014, 0.435], [-0.077, -0.330, -0.069], [0.376, -1.118, 0.344], [-1.216, -0.635, 0.011], [-0.137, 0.360, -1.497], [0.995, 1.102, 0.745], [-0.026, -0.467, 0.291], [0.313, 0.281, -0.273], [0.119, 0.264, 0.338], [0.406, -0.511, 0.119], [-0.954, -2.024, -0.960], [-0.115, 0.667, 0.948], [-0.080, 0.281, 0.454], [-0.039, 0.594, -0.311], [-0.712, -0.316, -0.322], [0.256, -0.328, 0.522], [0.246, 0.142, -0.408], [0.127, 0.401, 0.096], [-0.011, 0.365, -0.068], [0.100, 0.406, -0.306], [-0.202, 0.179, -0.021], [-0.004, -0.241, -0.407], [0.114, 0.066, -0.059], [-0.308, 0.267, 0.144], [0.213, 0.125, 0.559], [0.172, -0.564, 0.125], [0.518, -0.264, -0.101], [-0.157, 0.090, -0.011], [0.542, -0.112, 0.471]],
  "mulliken_charge": [-1.623, 0.296, -0.512, 0.033, 0.058, -1.050, -0.739, -1.117, 0.342, 0.431, 0.397, 0.295, 0.655, 0.453, 0.016, 0.335, 0.332, 0.318, 0.479, 0.125, 0.158, 0.345, 0.425, 0.332, -0.249, 0.770, -0.249, -0.249, 0.455, -0.836, -0.536, 0.283, 0.092, -0.131, 0.009, -0.772, -0.440, -0.974, -0.189, -0.224, -1.247, 0.409, 0.464, 0.722, 0.423, 0.416, 0.364, 0.393, 0.483, 0.592, 0.440],
  "homo_lumo_gap_ev": 7.490,
  "charge": 1
}

{
  "formula": "C3H10N2S",
  "method": "ωB97M-V/def2-TZVPD",
  "symbols": ["C", "C", "N", "N", "H", "H", "H", "H", "H", "H", "H", "C", "S", "H", "H", "H"],
  "xyz": [[-1.13103, 0.24173, 0.11876], [-1.71760, 0.42593, -1.04931], [-2.32714, -0.60977, -1.76430], [-0.56123, 1.30001, 0.87260], [-0.98818, -0.74114, 0.56245], [-1.79205, 1.43283, -1.46454], [-2.20430, -0.59018, -2.77326], [-2.01503, -1.51090, -1.36927], [0.78039, 0.99415, 0.83710], [-1.03435, 1.41036, 1.76271], [-0.52757, 2.13429, 0.38259], [2.71800, -1.04693, 0.78596], [2.43384, 0.81408, 0.82244], [1.88038, -1.57140, 1.25062], [2.85255, -1.35324, -0.28015], [3.63335, -1.32984, 1.30560]],
  "forces_ev_per_a": [[-0.179, -0.341, 0.072], [-0.232, 0.030, -0.483], [0.457, -0.685, 0.241], [0.037, -1.768, 1.047], [-0.095, 0.127, -0.104], [-0.100, -0.279, -0.013], [0.044, 0.067, 0.367], [-0.454, 0.579, -0.641], [1.806, -0.305, 0.546], [0.302, 0.187, 0.105], [-0.195, 2.068, -1.063], [-0.203, 0.632, -1.002], [-0.908, -0.745, 0.079], [0.109, 0.013, -0.170], [-0.323, 0.090, 0.874], [-0.065, 0.330, 0.143]],
  "mulliken_charge": [-0.272, -0.123, -0.524, -0.364, 0.253, 0.260, 0.243, 0.237, 0.154, 0.275, 0.279, -0.717, -0.418, 0.216, 0.220, 0.282],
  "homo_lumo_gap_ev": 8.131
}

{
  "formula": "C26H21F3N4O4",
  "method": "ωB97M-V/def2-TZVPD",
  "symbols": ["O", "C", "N", "C", "C", "C", "O", "C", "C", "C", "F", "C", "N", "C", "O", "C", "C", "O", "N", "C", "C", "C", "C", "F", "C", "C", "C", "C", "C", "C", "F", "C", "C", "N", "C", "C", "C", "H", "H", "H", "H", "H", "H", "H", "H", "H", "H", "H", "H", "H", "H", "H", "H", "H", "H", "H", "H", "H"],
  "xyz": [[4.58877, -3.73099, 3.05640], [5.36350, -2.97724, 3.60280], [5.62229, -1.70430, 3.16257], [5.06563, -1.02640, 2.09234], [4.17975, -1.60587, 1.18765], [3.67291, -0.80144, 0.17759], [2.84561, -1.39501, -0.73709], [1.75179, -0.74746, -1.21052], [1.08013, 0.25958, -0.52281], [-0.08280, 0.78053, -1.04617], [-0.73071, 1.75028, -0.35609], [-0.63999, 0.33811, -2.24661], [-1.84304, 0.90294, -2.66597], [-2.72188, 0.39736, -3.58873], [-2.49092, -0.56462, -4.28457], [-4.00370, 1.17495, -3.66026], [-4.50225, 1.85686, -2.41078], [-4.92757, 2.98965, -2.40371], [-4.42769, 1.04143, -1.31602], [-4.71069, 1.34089, 0.02257], [-4.42284, 0.36520, 0.97571], [-4.66226, 0.60016, 2.31479], [-5.19264, 1.82119, 2.69149], [-5.42930, 2.05679, 3.99880], [-5.48648, 2.80259, 1.76332], [-5.24519, 2.56198, 0.42365], [-5.06319, 0.64633, -4.60626], [-4.29631, 1.86288, -4.97820], [0.03391, -0.66473, -2.93715], [1.20330, -1.18443, -2.42136], [1.83528, -2.15044, -3.10609], [4.07507, 0.53124, 0.09112], [4.97273, 0.98965, 1.03817], [5.45380, 0.24536, 2.01660], [6.11176, -3.38097, 4.82603], [7.52529, -2.92757, 5.09229], [6.41571, -2.41298, 5.94227], [6.25934, -1.12351, 3.69112], [3.89223, -2.63927, 1.27012], [1.44164, 0.62304, 0.42605], [-2.12480, 1.72306, -2.14362], [-4.10320, 0.09574, -1.47068], [-4.00587, -0.58241, 0.66554], [-4.44132, -0.14531, 3.06180], [-5.90014, 3.74304, 2.09015], [-5.46675, 3.31682, -0.31130], [-4.82675, -0.28160, -5.10598], [-6.09373, 0.75246, -4.30365], [-4.78316, 2.82382, -4.90615], [-3.54994, 1.78552, -5.75349], [-0.35877, -1.04722, -3.86433], [3.71509, 1.17511, -0.69537], [5.32713, 2.01122, 1.01627], [5.85728, -4.39443, 5.11065], [8.20322, -3.65289, 5.51523], [7.99817, -2.26648, 4.38137], [6.32650, -2.78376, 6.95194], [6.10091, -1.38535, 5.83695]],
  "forces_ev_per_a": [[-0.113, -0.125, -0.089], [0.142, 0.081, 0.151], [0.269, 0.068, 0.240], [-0.322, 0.263, -0.474], [-0.218, -0.054, -0.219], [0.418, 0.296, 0.345], [0.307, -0.270, 0.099], [-0.663, 0.260, -0.388], [-0.039, -0.112, -0.093], [0.016, -0.169, -0.191], [-0.009, -0.055, -0.112], [0.353, -0.169, 0.257], [-0.052, 0.363, 0.045], [-0.042, 0.335, 0.255], [0.065, -0.233, -0.222], [-0.165, 0.073, -0.273], [0.094, -0.450, -0.127], [-0.130, 0.267, 0.042], [-0.037, -0.249, -0.139], [-0.083, 0.171, 0.335], [-0.052, 0.160, -0.122], [-0.098, 0.183, 0.139], [0.006, 0.011, -0.150], [0.012, -0.011, -0.036], [0.065, -0.239, 0.335], [0.003, 0.019, -0.146], [0.025, -0.054, -0.074], [-0.044, 0.014, 0.027], [0.129, -0.019, 0.087], [0.215, 0.136, 0.297], [-0.010, 0.026, 0.084], [-0.130, -0.174, -0.183], [-0.174, -0.026, -0.184], [0.276, -0.163, 0.416], [-0.033, -0.282, 0.126], [0.114, -0.026, -0.004], [-0.028, 0.046, 0.102], [-0.093, -0.077, -0.074], [-0.028, -0.048, 0.009], [0.004, 0.038, 0.069], [0.015, -0.192, -0.112], [-0.050, 0.211, -0.081], [0.056, -0.107, -0.027], [0.011, -0.062, 0.084], [-0.042, 0.091, 0.051], [-0.011, 0.005, -0.011], [0.103, -0.019, 0.024], [-0.043, 0.118, 0.092], [-0.027, 0.020, 0.113], [0.097, -0.123, 0.003], [0.025, -0.020, -0.027], [-0.012, 0.069, -0.047], [-0.026, 0.098, -0.092], [0.036, 0.091, -0.017], [-0.017, -0.069, 0.035], [-0.044, 0.083, -0.072], [-0.002, -0.072, 0.020], [-0.016, 0.070, -0.091]],
  "mulliken_charge": [-0.648, 0.618, -0.010, 0.014, -0.348, 0.429, -0.443, 0.457, -0.100, 0.036, -0.356, -0.222, -0.100, 0.070, -0.685, 1.248, -0.022, -0.682, -0.015, 0.450, -0.423, -0.672, 0.319, -0.331, -0.690, -0.314, -0.717, -0.785, -0.323, -0.030, -0.332, -0.246, -0.663, -0.657, -0.476, -0.549, -0.556, 0.275, 0.590, 0.541, 0.320, 0.206, 0.361, 0.437, 0.422, 0.505, 0.265, 0.276, 0.266, 0.285, 0.629, 0.527, 0.392, 0.491, 0.249, 0.235, 0.247, 0.236],
  "homo_lumo_gap_ev": 9.060,
  "smiles": "O=C(Nc1cc(Oc2cc(F)c(NC(=O)C3(C(=O)Nc4ccc(F)cc4)CC3)cc2F)ccn1)C1CC1"
}

{
  "formula": "C4H8O2",
  "method": "ωB97M-V/def2-TZVPD",
  "symbols": ["C", "C", "O", "C", "C", "O", "H", "H", "H", "H", "H", "H", "H", "H"],
  "xyz": [[1.61453, 0.38736, -1.31253], [1.46968, 0.08829, -0.03011], [0.80234, -1.04360, 0.36361], [-0.54921, -0.95113, 0.79504], [-1.24635, 0.39056, 0.65372], [-1.41808, 0.84476, -0.67103], [1.15187, -0.23696, -2.07231], [2.18505, 1.25077, -1.63219], [1.92092, 0.67518, 0.77196], [-1.10383, -1.69868, 0.21021], [-0.60626, -1.25552, 1.84903], [-0.70130, 1.16620, 1.20393], [-2.22530, 0.27879, 1.14459], [-1.29407, 0.10399, -1.27393]],
  "forces_ev_per_a": [[0.072, -0.044, 0.173], [0.142, 0.217, -0.246], [0.102, -0.104, -0.116], [-0.356, -0.038, 0.081], [0.071, -0.040, 0.360], [-0.112, -0.133, -0.202], [0.108, 0.088, 0.081], [-0.035, -0.085, 0.094], [-0.103, -0.055, -0.113], [0.020, 0.060, 0.110], [0.036, 0.075, -0.121], [-0.017, -0.060, -0.094], [0.119, 0.015, -0.057], [-0.047, 0.103, 0.050]],
  "mulliken_charge": [-0.596, -0.055, -0.374, -0.525, -0.424, -0.465, 0.247, 0.244, 0.377, 0.318, 0.311, 0.318, 0.299, 0.327],
  "homo_lumo_gap_ev": 10.415,
  "smiles": "C=COCCO"
}

Values for energy above the lowest of the compared OMol25 structures with the same formula, charge and spin, kcal per mole, ordered as above
41.9, 39.8, 4.4, 55.6
Values for HOMO energy, eV, ordered as above
-12.64, -7.40, -8.53, -9.44
Values for energy, hartree, ordered as above
-1404.59202, -627.93115, -1822.97901, -307.62382